No. 1
Below is a 2-piece molecular cluster, C2HBrClNS3 overall, with properties calculated with ωB97M-V/def2-TZVPD.

Geometry as XYZ:
```
9
Properties=species:S:1:pos:R:3:mulliken_charge:R:1
S 0.87 0.60 -3.18 -0.17
N 1.06 1.49 -1.94 -0.07
C 1.05 1.68 -0.76 0.29
Cl 1.70 2.62 0.49 -0.05
S -1.32 0.16 2.53 -0.23
C -0.58 -0.64 1.40 0.21
S -0.06 -2.25 1.44 0.02
Br 0.40 -2.88 -0.63 -0.03
H -0.33 -0.33 0.38 0.03
```

E_tot   -118647.289 eV
SMILES   [S-][N+]#CCl.S=CSBr
Highest occupied orbital energy   -8.84 eV
Frontier orbital gap   7.6 eV
Energy above the lowest of the compared OMol25 structures with the same formula, charge and spin   230.51 kJ/mol


No. 2
Below is one molecule with the formula C2HBrClNS3, with properties calculated with ωB97M-V/def2-TZVPD.

Geometry as XYZ:
```
9
Properties=species:S:1:pos:R:3:mulliken_charge:R:1
C 1.29 -0.55 -0.52 0.42
C -0.49 -0.05 0.45 -0.43
N 2.01 0.46 -0.56 -0.31
S -0.23 1.64 0.83 -0.07
S 1.74 1.92 0.00 0.07
S -1.70 -0.47 -0.78 0.04
Cl 1.43 -2.09 -1.06 -0.07
Br -3.57 -0.18 0.31 -0.12
H -0.49 -0.69 1.32 0.46
```

E_tot   -118648.719 eV
Highest occupied orbital energy   -8.50 eV
Frontier orbital gap   8.0 eV
Energy above the lowest of the compared OMol25 structures with the same formula, charge and spin   92.54 kJ/mol


No. 3
Below is an isolated ion of composition C2HBrClO4S and charge -1, with properties calculated with ωB97M-V/def2-TZVPD.

Geometry as XYZ:
```
10
Properties=species:S:1:pos:R:3:mulliken_charge:R:1
O 0.34 0.18 -2.43 -0.45
C 0.34 0.21 -1.27 0.48
Cl 2.00 0.55 -0.39 -0.29
C -0.61 0.04 -0.28 -0.80
Br -2.34 -0.20 -1.06 -0.14
S 0.06 -2.09 -0.18 1.06
O 0.30 -2.63 -1.50 -0.52
O 1.18 -1.80 0.64 -0.52
O -1.04 -2.60 0.56 -0.55
H -0.55 -0.04 0.72 0.73
```

E_tot   -103681.016 eV
SMILES   O=C(Cl)[C@@H](Br)S(=O)(=O)[O-]
Highest occupied orbital energy   -5.46 eV
Total charge   -1
Frontier orbital gap   8.7 eV
Energy above the lowest of the compared OMol25 structures with the same formula, charge and spin   12.27 kJ/mol


No. 4
Below is C2HBrF2S as an isolated structure, with properties calculated with ωB97M-V/def2-TZVPD.

Geometry as XYZ:
```
7
Properties=species:S:1:pos:R:3:lowdin_spin:R:1
C 0.79 0.25 -0.14 0.60
C -0.55 -0.28 0.11 0.09
F -0.61 -0.25 1.75 0.07
F -0.82 -1.51 -0.25 0.02
S 1.78 -0.63 -1.09 1.12
Br -1.67 1.11 -0.62 0.07
H 1.08 1.31 0.23 0.03
```

E_tot   -88398.995 eV
Highest occupied orbital energy (spin up / spin down)   -7.91 / -10.88 eV
Spin multiplicity   3
Frontier orbital gap (spin up / spin down)   8.4 / 7.7 eV
Energy above the lowest of the compared OMol25 structures with the same formula, charge and spin   0.00 kJ/mol


No. 5
Below is one molecule with the formula C2HBrF3NO, with properties calculated with ωB97M-V/def2-TZVPD.

Geometry as XYZ:
```
9
Properties=species:S:1:pos:R:3:mulliken_charge:R:1
O 0.90 1.53 1.51 -0.29
N -0.09 0.97 1.16 0.01
C -0.16 0.58 -0.26 0.03
Br -2.03 0.78 -0.66 -0.09
C 0.15 -0.92 -0.17 0.56
F 1.41 -1.07 0.08 -0.20
F -0.63 -1.43 0.75 -0.19
F -0.09 -1.63 -1.39 -0.26
H 0.54 1.18 -1.02 0.43
```

E_tot   -83819.921 eV
SMILES   O=N[C@H](Br)C(F)(F)F
Highest occupied orbital energy   -10.17 eV
Frontier orbital gap   9.2 eV
Energy above the lowest of the compared OMol25 structures with the same formula, charge and spin   217.32 kJ/mol


No. 6
Below is one molecule with the formula C2HBrF3NO, with properties calculated with ωB97M-V/def2-TZVPD.

Geometry as XYZ:
```
9
Properties=species:S:1:pos:R:3:mulliken_charge:R:1
F -1.15 0.22 -1.34 -0.27
C -0.58 -0.33 -0.30 0.68
F -0.58 -1.66 -0.61 -0.27
N -0.96 0.14 0.90 -0.25
O 0.38 0.51 1.35 -0.27
C 0.90 0.10 -0.05 0.34
F 1.19 1.24 -0.64 -0.19
Br 2.30 -1.15 -0.07 -0.06
H -1.52 0.94 0.76 0.30
```

E_tot   -83819.700 eV
SMILES   FC1(F)NO[C@@]1(F)Br
Highest occupied orbital energy   -10.72 eV
Frontier orbital gap   11.3 eV
Energy above the lowest of the compared OMol25 structures with the same formula, charge and spin   238.71 kJ/mol


No. 7
Below is one molecule with the formula C2HBrF4O, with properties calculated with ωB97M-V/def2-TZVPD.

Geometry as XYZ:
```
9
Properties=species:S:1:pos:R:3:mulliken_charge:R:1
F -1.40 0.55 0.74 -0.23
C -0.45 0.57 -0.18 0.22
F -0.31 1.77 -0.72 -0.22
C -0.56 -0.38 -1.46 0.90
F 0.71 -0.45 -1.89 -0.24
F -1.24 0.29 -2.42 -0.26
O -1.17 -1.49 -1.12 -0.48
Br -1.30 -2.90 -2.50 0.11
H 0.56 0.12 0.38 0.21
```

E_tot   -85048.052 eV
SMILES   FC(F)C(F)(F)OBr
Highest occupied orbital energy   -11.45 eV
Frontier orbital gap   9.2 eV
Energy above the lowest of the compared OMol25 structures with the same formula, charge and spin   16.97 kJ/mol


No. 8
Below is one molecule with the formula C2HBrN2O2, with properties calculated with ωB97M-V/def2-TZVPD.

Geometry as XYZ:
```
8
Properties=species:S:1:pos:R:3:mulliken_charge:R:1
C 1.05 0.11 -0.56 0.13
C -1.01 -0.15 0.57 0.53
N 0.69 -1.73 0.51 -0.26
N -0.10 0.62 -0.25 -0.03
O -2.09 0.26 0.89 -0.55
O -0.49 -1.32 0.88 -0.07
Br 2.43 0.70 -1.53 0.00
H -0.47 1.53 -0.50 0.25
```

E_tot   -79201.588 eV
Highest occupied orbital energy (spin up / spin down)   -7.96 / -7.97 eV
Frontier orbital gap (spin up / spin down)   7.5 / 7.5 eV
Energy above the lowest of the compared OMol25 structures with the same formula, charge and spin   485.52 kJ/mol


No. 9
Below is one molecule with the formula C2HBrN2S, with properties calculated with ωB97M-V/def2-TZVPD.

Geometry as XYZ:
```
7
Properties=species:S:1:pos:R:3:mulliken_charge:R:1
C -0.01 -0.34 0.28 0.29
C 1.21 -0.90 0.67 -0.25
N -1.20 -0.62 0.06 -0.47
N -1.46 -3.39 0.31 -0.25
S -1.98 -2.22 -0.38 0.28
Br 2.86 -1.03 -0.13 0.07
H 0.04 0.67 0.45 0.34
```

E_tot   -85941.203 eV
Highest occupied orbital energy (spin up / spin down)   -8.80 / -8.80 eV
Frontier orbital gap (spin up / spin down)   7.2 / 7.2 eV
Energy above the lowest of the compared OMol25 structures with the same formula, charge and spin   569.33 kJ/mol


No. 10
Below is a 2-piece molecular cluster, C2HBrO2 overall, with properties calculated with ωB97M-V/def2-TZVPD.

Geometry as XYZ:
```
6
Properties=species:S:1:pos:R:3:mulliken_charge:R:1
C 2.94 -0.57 -0.26 0.69
C 1.42 1.72 0.06 -0.27
O 3.74 0.11 -0.74 -0.40
O 2.11 -1.12 0.24 -0.27
Br -0.06 1.90 -1.02 0.05
H 2.14 2.43 -0.30 0.20
```

E_tot   -76224.397 eV
Highest occupied orbital energy   -9.32 eV
Frontier orbital gap   8.0 eV
Energy above the lowest of the compared OMol25 structures with the same formula, charge and spin   107.98 kJ/mol


No. 11
Below is an isolated ion of composition C2HCl2N2O and charge +1, with properties calculated with ωB97M-V/def2-TZVPD.

Geometry as XYZ:
```
8
Properties=species:S:1:pos:R:3:mulliken_charge:R:1
N 2.49 -0.08 0.36 0.00
N 1.41 -0.12 0.31 0.36
C 0.04 -0.81 0.14 0.35
O -0.09 -1.97 0.12 -0.17
C -0.89 0.32 -0.11 0.14
Cl -0.92 0.58 -1.89 -0.01
Cl -0.05 1.74 0.73 -0.06
H -1.99 0.34 0.34 0.40
```

E_tot   -32152.165 eV
SMILES   N#[N+]C(=O)C(Cl)Cl
Highest occupied orbital energy   -16.52 eV
Total charge   +1
Frontier orbital gap   9.4 eV
Energy above the lowest of the compared OMol25 structures with the same formula, charge and spin   155.45 kJ/mol


No. 12
Below is one molecule with the formula C2HCl2N3, with properties calculated with ωB97M-V/def2-TZVPD.

Geometry as XYZ:
```
8
Properties=species:S:1:pos:R:3:mulliken_charge:R:1
C -0.77 -0.16 0.48 -0.14
C 0.53 -0.18 0.78 0.36
N -1.21 -0.05 -0.85 -0.74
N 0.32 0.93 -2.26 -0.38
N -0.38 0.44 -1.55 0.88
Cl 1.94 -0.51 -0.35 -0.19
Cl 0.95 -0.25 2.40 -0.17
H -1.36 -0.23 1.36 0.38
```

E_tot   -31602.093 eV
Highest occupied orbital energy   -9.14 eV
Frontier orbital gap   9.5 eV
Energy above the lowest of the compared OMol25 structures with the same formula, charge and spin   44.40 kJ/mol